Record 1
A structure of composition C20H12BCl3F4N5O2RhS2Si, computed with ωB97M-V/def2-TZVPD.

2S+1: 1
Charge: -2
Highest occupied orbital energy, Ha: -0.087
Gap between HOMO and LUMO, eV: 6.342
LUMO energy, eV: 3.96
Relative energy (zero: lowest compared OMol25 entry of this formula, charge and spin), kJ/mol: 18.8

```
51
C20H12BCl3F4N5O2RhS2Si, DFT ωB97M-V/def2-TZVPD
Rh -2.1766 -1.7697 -1.2327
Cl -5.5225 -3.4471 -1.8198
Cl -3.4615 -3.2100 -4.3026
Cl -5.0011 -0.5318 -3.1896
S -1.6600 -3.9338 -1.2191
S -3.3481 -2.0841 0.7220
Si -3.9827 -2.2282 -2.5320
F -0.8168 2.1751 -0.8384
F -2.3811 0.4975 -0.6113
F -1.0580 1.1168 1.1837
F -2.6997 2.5259 0.4324
O -1.0912 -1.2216 -2.9110
O 1.4610 3.5961 3.5546
N -0.1863 -1.3043 -0.3815
N 3.7616 1.2516 -1.9489
N -5.0146 -4.7999 2.6152
N -2.8380 -7.1867 0.0636
N 4.2557 1.7368 -0.8962
C 0.0525 -0.6937 -2.6615
C -2.8167 -6.0351 0.0318
C 2.0735 3.2058 2.3953
C 1.3932 2.9690 1.2074
C 3.4541 2.2761 0.1463
C 0.0440 3.6600 3.5194
C 1.8707 -0.1997 -1.0090
C 2.0806 0.4338 -3.3313
C -2.7488 -4.6132 -0.0304
C 0.2439 -1.4569 0.8439
C 2.0799 2.5082 0.0985
C 0.5986 -0.7149 -1.3121
C 2.3463 -0.4619 0.2955
C -4.3180 -4.3749 1.8024
C 0.8585 -0.1324 -3.6564
C -3.4570 -3.8169 0.8094
C 4.1357 2.6004 1.3221
C 1.5415 -1.0819 1.2123
C 2.5893 0.4993 -2.0371
C 3.4577 3.0468 2.4406
B -1.7339 1.6000 0.0504
H -0.3942 2.7030 3.2268
H -0.4535 -1.8975 1.5475
H 3.9797 3.2565 3.3659
H 2.6784 0.9093 -4.1005
H -0.2705 3.9180 4.5284
H 1.5090 2.3260 -0.8000
H 0.4932 -0.1395 -4.6743
H 5.2102 2.4639 1.3442
H 0.3232 3.0827 1.1257
H 1.8851 -1.2611 2.2222
H -0.3028 4.4283 2.8235
H 3.3561 -0.1902 0.5645
```

=====

Record 2
A structure of composition C20H12BCo2F3O7, computed with ωB97M-V/def2-TZVPD.

2S+1: 1
Highest occupied orbital energy, Ha: -0.215
Gap between HOMO and LUMO, eV: 3.129
LUMO energy, eV: -2.71
Relative energy (zero: lowest compared OMol25 entry of this formula, charge and spin), kJ/mol: 218.1

```
45
C20H12BCo2F3O7, DFT ωB97M-V/def2-TZVPD
Co -2.8245 2.9202 2.1066
Co -2.1184 -0.7699 4.8934
F 1.8013 2.3766 4.8454
F 3.8144 1.2026 4.6259
F 1.7995 0.0555 4.8092
O -0.7289 -1.9459 0.5963
O -0.0776 -1.1574 6.9415
O -4.0949 5.0640 0.6214
O -0.5616 4.3330 0.9288
O -3.2933 -3.4169 5.2970
O -3.5820 -0.0338 7.2821
O -2.4863 1.4118 -0.1703
C 0.3096 -2.0948 -0.2641
C -2.6857 2.2680 4.2163
C -3.9986 2.6618 3.7727
C -2.2418 4.5696 4.8629
C -1.9766 -0.0581 3.1774
C -1.8635 -0.0692 1.6997
C -3.0201 -0.2792 6.3013
C -2.2913 0.8523 4.0910
C -1.8533 3.2411 4.8104
C -0.7894 -0.9391 6.0543
C -2.8708 -2.3770 5.0070
C -0.5758 -0.5987 1.2243
C 0.2661 0.0978 0.1978
C -4.4258 4.0104 3.9769
C -3.6389 4.1634 1.1790
C 0.9674 -0.8765 -0.5065
C -3.5551 4.9289 4.5107
C -2.3138 1.3492 1.0234
C -1.3994 3.7877 1.5090
C 0.6665 -3.4286 -0.7348
B 2.4747 1.2139 4.7617
H -1.5483 5.3176 5.2449
H 0.3854 1.1681 0.1117
H 0.0913 -0.7701 2.0974
H 0.8926 -4.1000 0.1003
H -4.7240 1.8729 3.5635
H 1.8559 -0.7570 -1.1308
H -0.9024 2.8941 5.2299
H -2.7194 -0.6701 1.3546
H 1.5578 -3.3369 -1.3548
H -0.1265 -3.8866 -1.3318
H -5.4524 4.2838 3.6943
H -3.8822 5.9572 4.6890
```

=====

Record 3
A structure of composition C20H12NO2PdS2, computed with ωB97M-V/def2-TZVPD.

2S+1: 1
Charge: -1
Highest occupied orbital energy, Ha: -0.151
Gap between HOMO and LUMO, eV: 6.520
LUMO energy, eV: 2.40
Relative energy (zero: lowest compared OMol25 entry of this formula, charge and spin), kJ/mol: 0.0

```
38
C20H12NO2PdS2, DFT ωB97M-V/def2-TZVPD
Pd 0.0927 -0.4329 -0.2188
S 4.0266 1.2831 -1.6361
S -2.0463 -1.0297 -0.3919
O 0.4200 -1.5594 1.4764
O 0.1057 -1.9108 3.6289
N 2.1398 0.1630 -0.2980
C -1.1181 1.1661 -2.5382
C -0.3369 -1.7938 2.4865
C -1.8306 -2.0224 2.2804
C 5.7919 -0.5194 1.5356
C -2.5816 -1.7383 1.1281
C -0.0079 0.7337 -1.8085
C 1.3751 2.1535 -3.2746
C -4.5707 -2.6244 2.2268
C 3.3054 -0.1268 0.3935
C 2.3553 0.8813 -1.3610
C -0.9905 2.0467 -3.6029
C -3.9542 -2.0476 1.1379
C 4.6423 -1.0537 2.1282
C 3.3917 -0.8668 1.5733
C 4.4572 0.4115 -0.1942
C 5.7131 0.2201 0.3707
C -3.8275 -2.9071 3.3684
C -2.4829 -2.5962 3.3775
C 1.2382 1.2709 -2.2041
C 0.2546 2.5417 -3.9834
H 6.7584 -0.6833 1.9955
H 4.7342 -1.6233 3.0440
H 2.4785 -1.2552 2.0095
H -1.8741 -2.7883 4.2502
H 6.6010 0.6371 -0.0866
H -4.2927 -3.3582 4.2364
H -1.8748 2.3575 -4.1482
H -2.0983 0.7901 -2.2705
H 2.3532 2.5433 -3.5385
H -4.5311 -1.8131 0.2510
H 0.3423 3.2299 -4.8146
H -5.6311 -2.8471 2.1875
```

=====

Record 4
A structure of composition C20H13Br5MoN4O2, computed with ωB97M-V/def2-TZVPD.

2S+1: 1
Highest occupied orbital energy, Ha: -0.251
Gap between HOMO and LUMO, eV: 6.207
LUMO energy, eV: -0.61
Relative energy (zero: lowest compared OMol25 entry of this formula, charge and spin), kJ/mol: 22.0

```
45
C20H13Br5MoN4O2, DFT ωB97M-V/def2-TZVPD
Mo 0.1178 -0.4007 0.1631
Br -2.0864 -3.6071 6.0476
Br 0.2756 -1.3976 5.2054
Br -4.1196 -4.7752 3.7015
Br -3.7485 -3.6553 0.5601
Br 1.2264 -2.6731 -1.1843
O -1.4727 -1.6682 0.3908
O 0.1425 -0.7957 2.2439
N -2.5835 0.9013 0.5892
N -1.2677 1.1572 0.6604
N -0.2799 -0.5944 -1.9979
N 1.5501 0.5683 -0.0964
C 5.0021 2.7954 -0.8321
C -2.4169 2.9429 1.3613
C 2.6219 2.5135 -1.0225
C -0.4345 -1.1822 -4.6694
C 0.3047 -1.6757 -2.4904
C -0.7718 -1.6409 2.6274
C -1.6583 -2.1429 1.6439
C 3.9509 0.8375 0.0983
C -0.9452 0.2242 -2.8171
C 3.7666 3.2577 -1.2660
C -2.6281 -3.0697 1.9646
C -3.3070 1.9605 0.9961
C 0.2569 -2.0351 -3.8255
C 2.7132 1.3001 -0.3409
C -2.7763 -3.5206 3.2825
C -0.9317 -2.0938 3.9394
C -1.9232 -3.0255 4.2620
C -1.0415 -0.0369 -4.1734
C -1.1475 2.3981 1.1020
C 5.0895 1.5875 -0.1507
H 5.8961 3.3750 -1.0213
H -2.6457 3.9189 1.7500
H -0.4962 -1.4135 -5.7254
H -0.1675 2.8234 1.2394
H 1.6502 2.8583 -1.3534
H -1.5807 0.6425 -4.8165
H 6.0528 1.2331 0.1929
H -1.4005 1.0922 -2.3611
H -4.3816 1.9098 1.0351
H 0.7443 -2.9326 -4.1739
H 4.0051 -0.0981 0.6389
H 3.6915 4.2008 -1.7921
H -2.8455 -0.0634 0.4140
```

=====

> Which formula does entry 3 have?

C20H12NO2PdS2

=====

> What is the highest occupied orbital energy in the third record?

-0.151 Ha

=====

> What is the formula in the second record?

C20H12BCo2F3O7